[1]
Formula: C61H119N5O13
Source: the Open Molecules 2025 dataset
Level of theory: the ωB97M-V functional and the def2-TZVPD basis

```
! RIJCOSX wB97M-V def2-TZVPD def2/J DEFGRID3
* xyz 0 1
C 4.0596 0.2375 7.2693
C 6.0114 0.8666 -2.4933
H 1.1035 1.0533 6.6068
C -5.0455 -4.2034 -0.0488
O -2.5513 -3.6909 6.9964
O -1.3144 -0.6773 -3.4572
H -1.3226 3.3085 0.5865
H 0.2913 3.2602 3.4332
H -7.5419 0.8689 0.0901
O -3.7072 6.7106 2.5862
H 5.5443 -1.5700 -2.2099
H 1.8067 -1.1425 -3.8456
H 3.6599 -0.0354 9.3022
H 7.6105 -0.6969 -6.9287
O 3.1432 0.7356 6.4269
C -6.0252 -0.3727 -1.5476
H 1.5855 -0.5719 6.0236
H -2.5398 6.2747 0.2458
C 6.2473 1.5543 -6.1445
C -3.7946 -2.0522 4.2576
H -3.9691 -0.6124 -2.1988
H -7.2121 0.0301 1.6445
H 5.9494 -2.1889 -5.0802
H -1.9258 -1.3903 5.2242
H 6.8893 -3.9633 -0.6622
C 2.8014 -5.6489 0.5200
H 0.0398 -0.5075 -0.2819
H -5.0758 -4.3564 1.0335
H -3.7350 -1.2279 3.5667
C 5.2128 0.0611 -3.5155
C 7.0014 0.5753 -5.2403
H 2.3851 -6.5974 0.1491
C 6.0480 -5.9178 -0.3749
H -4.6951 0.2611 1.5733
C -4.8646 0.4772 0.5154
H -2.6828 -3.2008 0.4809
H -3.9862 -3.8622 3.2288
C -2.8887 -1.8413 5.4749
C -6.3031 4.3858 1.3399
H 5.9314 -2.9002 1.2543
O -2.5529 5.2092 -3.7186
C -6.1969 4.6962 -0.1571
C -2.7753 2.3374 -1.8121
H -5.9091 3.8694 3.9263
C -5.9025 6.1854 -0.3494
H 7.1255 -5.6893 -2.2989
O 1.0357 0.3637 3.0465
H -6.8218 -2.4741 1.8300
H -3.3288 -1.2948 6.3043
H -2.1002 -2.4018 -4.1177
H 3.7368 -7.3515 -1.0414
C 1.8814 -0.2778 8.1504
H 1.8873 1.3027 -1.3451
O 0.2191 0.9385 -3.4650
C -5.5607 4.8533 3.6113
H -4.7763 -2.3105 4.6418
H -1.4622 3.3000 3.0417
H -6.3690 3.2989 1.4441
H 6.9216 -7.3760 -1.7531
H 4.4479 -2.9584 -0.7490
H 2.1410 -5.3072 -2.0164
C -4.9351 -1.1155 -2.3344
H -6.1043 0.7019 -1.7393
C 4.6871 -1.1487 -2.7435
H -8.0559 -0.8178 0.3665
C 1.5861 0.6594 0.7495
H 1.9586 -5.0308 0.8267
H -5.7199 6.3722 -1.4108
C 1.5508 1.6819 -0.3787
H -3.0533 4.2814 2.5238
C -0.3539 1.8843 1.8568
C -3.4484 6.2364 -0.3724
H -3.6162 3.6952 1.0001
H 7.0204 -6.9224 1.2609
C -3.1554 -3.3232 3.6972
H 8.3568 0.5453 -3.6213
C 7.7767 1.3130 -4.1535
H 0.0763 3.1321 -1.3563
H 3.6358 -1.5758 8.4761
C -3.3590 -2.3632 0.2780
H -1.5738 0.5736 0.6306
C -2.6518 -3.2667 5.9051
N 0.9352 1.2227 1.9160
H 3.3475 -5.9531 1.4172
C 6.9053 1.9650 -3.1263
H 3.0967 0.8313 -3.4617
O 5.5847 -1.3485 -5.3790
C 3.0662 0.4029 1.0316
H 6.6662 0.1967 -1.9318
H 3.5877 0.1777 0.1014
H 5.8865 -8.0073 0.4589
C -0.2982 2.9535 0.7650
H 3.4939 1.2953 1.5020
H 8.0826 -6.2894 -0.9914
C 1.8250 0.2465 6.7055
H 5.3242 1.4108 -1.8357
C 0.0733 -2.5592 -3.8260
H 3.3816 -4.0617 -2.5003
H -3.4507 -1.8386 1.2319
H -2.5030 1.4829 1.7672
H 2.2260 2.5141 -0.1146
H -6.7930 6.7583 -0.0662
C -4.7427 -2.7300 -0.2804
N -5.8140 -1.9155 0.2996
C -1.5534 0.9544 1.6532
H -2.3972 -3.2195 2.9204
H -1.4907 4.0950 -1.5422
H -0.9368 2.8439 -2.7362
H -4.0354 2.8331 2.4852
C -5.0884 4.8297 2.1424
H -7.1429 4.4741 -0.6448
C 3.6917 -4.9437 -0.5061
C 6.5386 -4.5863 0.1607
H -5.3381 4.1492 -0.5614
C -0.5826 2.6696 3.1609
H 5.5228 1.0132 -6.7716
C -5.9235 -0.4991 -0.0332
N 4.7700 -5.7354 -1.0459
C -4.6725 6.6773 0.4153
C -2.6715 4.0825 -3.3432
C -3.5856 2.0240 -3.0507
H 0.3542 -3.5145 -3.3884
C -1.7761 3.4046 -2.3268
C 0.8969 -1.3831 -3.2989
H 1.6986 0.8381 3.5664
H -5.2864 1.4834 0.4688
H 7.3386 -4.7029 0.8933
O 5.2013 0.4291 7.1002
H 0.5640 -1.2383 1.1608
H -0.7742 1.9648 3.9752
H 5.2091 -4.3295 1.8750
H -4.2445 -4.8422 -0.4217
H -4.6459 8.5617 -0.5824
C -4.8506 -2.5292 -1.8136
H -3.9237 0.4095 -0.0258
H 3.7558 0.6576 -5.0553
H -4.7242 5.1155 4.2660
C 8.0187 -0.1784 -6.0576
C 0.9539 -0.6707 0.3083
N 6.1490 -0.3636 -4.5293
C -7.2776 -0.0794 0.5617
H 8.4786 -0.9827 -5.4672
C 0.2000 2.4034 -0.5592
O 4.3210 -6.9098 -1.6843
N -4.7162 6.1768 1.7662
H -5.6753 -3.1544 -2.1627
H -5.1656 -1.1138 -3.3985
H -1.5531 -2.4461 -2.3732
H 8.8513 0.4388 -6.3975
C 2.8214 -4.5173 -1.6904
H -2.8021 -1.6762 -0.3717
H 1.2414 -1.1477 8.2555
C 5.4542 -3.8318 0.9305
C 4.2236 -3.6392 0.0695
C 3.3643 -0.5311 8.3747
C 6.0595 -6.9698 0.7315
H 1.2131 -1.5588 -2.2681
O -2.6565 -4.0591 4.8195
H 0.2785 3.7971 1.1508
H -7.2175 4.8783 1.6774
H 8.5460 1.9553 -4.5911
H 1.6384 -1.3093 -0.2495
H 4.2206 -1.8689 -3.4182
H 4.2153 1.9927 -3.8826
H -6.3332 5.6080 3.7714
H -3.1208 1.2645 -3.6815
H 3.9355 -0.9209 -1.9850
C -1.3334 -2.1436 -3.3942
H -4.1804 7.3323 3.1518
H 2.1274 -3.7452 -1.3179
H -6.0093 -4.5007 -0.4549
H -5.6903 8.5461 0.8590
H 0.1508 -2.6187 -4.9105
H 6.2373 2.7221 -3.5509
C -0.0489 -0.2169 -3.3966
H -3.9399 8.6249 1.0396
H 6.8826 2.0223 -6.9048
C 7.0786 -6.3467 -1.4295
H -3.4361 2.7446 -1.0398
H -3.1638 6.8811 -1.2098
H -0.4502 1.5592 -0.8613
C -4.7447 8.1982 0.4404
O -5.9211 -2.1466 1.7291
H 5.6722 2.3353 -5.6506
H -3.9486 -3.0068 -2.2192
H 3.2640 -0.4093 1.7366
H -3.4795 5.2320 -0.8010
H 3.5400 -3.1045 0.7382
H 7.4626 2.4353 -2.3165
O -3.6105 3.2492 -3.8179
C 4.0336 0.9230 -4.0349
H 1.4922 0.4944 8.8133
H -6.9695 -0.8039 -1.9005
H -1.4892 0.1558 2.3839
H -4.5980 1.7421 -2.7790
H 5.3815 -6.6816 1.5457
H -2.2251 1.5149 -1.3571
C -3.9317 3.8268 2.0474
*
```

The LUMO energy comes out at 0.126 eV. The SMILES is CC1(C)CCCC(C)(C)N1O.CC1(C)CCCC(C)(C)N1O.CC1(C)CCCC(C)(C)N1O.CC1(C)CCCC(C)(C)N1O.CC1(C)CCCC(C)(C)N1O.O=C1CCCO1.O=C1CCCO1.O=C1CCCO1.O=C1CCCO1. For the energy relative to the best compared isomer or geometry (same formula, charge and spin), the calculation gives 132.6 kJ/mol. As for the HOMO-LUMO gap: 0.3115 Ha.

[2]
Formula: C61H128O35
Source: the Open Molecules 2025 dataset
Level of theory: the ωB97M-V functional and the def2-TZVPD basis

```
! RIJCOSX wB97M-V def2-TZVPD def2/J DEFGRID3
* xyz 0 1
H 3.3888 0.4334 5.8417
O 1.1478 -2.8713 -4.3192
C 0.4878 -2.6551 0.5380
H -1.9915 1.4666 4.6042
O 0.8037 -1.2793 0.6022
C 7.2859 -4.0608 -2.5143
H -2.1986 1.9961 8.3779
H 1.5471 2.4367 -4.4182
H 9.7787 0.2022 2.0021
H 7.3533 1.5383 0.2505
H -7.4572 -3.4085 -3.3078
C -6.7787 -1.7086 -5.0877
H 1.6658 0.5097 6.1552
C 1.7008 3.7784 -6.0033
H -7.0737 -1.0796 -5.9468
H 0.1542 4.3312 2.2783
H 2.8669 -0.5067 2.8941
O 0.9029 -5.9187 -0.9554
C -3.4456 -4.5712 -4.9269
C -5.5054 -4.0401 -3.8865
H 3.2001 2.0956 1.8508
H 4.3078 2.5484 3.1991
H 1.3716 -5.2542 1.8851
C 5.2762 -2.4173 2.3988
C 8.8794 -0.1885 1.5342
C -2.4799 -4.9353 -0.5305
H -3.9675 5.3542 -1.3160
H -5.7885 -1.7761 -0.9996
H 0.2930 -2.9091 -0.4650
C -2.9466 5.6970 -1.6867
O -0.1204 -1.9894 6.2960
H -3.0027 -4.7239 -3.9028
O 0.4087 1.2308 4.3382
H -4.8542 -1.7946 2.2294
C -1.5826 -0.8710 -3.3525
H -2.6581 3.6740 7.8229
C -0.7906 -0.9384 6.8810
C 7.3429 -3.1336 -1.2446
H -4.6465 -0.7001 -0.2235
C 1.6357 -1.6345 9.0745
C 6.1365 -4.9968 -2.1851
H -7.1712 -1.3017 -4.1251
C 4.1130 2.5823 2.1165
C 6.4699 2.5502 1.8238
H 1.9774 -2.0035 8.1001
C -0.1072 -0.4062 0.9363
O -1.2350 -0.9461 1.4335
H 0.3857 -6.3747 2.6854
O 6.5919 -3.6256 -0.2186
H -6.1494 -2.5840 1.4948
O -1.2728 -5.3535 -1.2038
C 3.6504 -1.3177 -1.3261
H 1.0498 -4.0480 -6.0322
H -7.0616 1.7295 -2.5248
H 8.7450 -1.2243 1.8287
H -4.3093 3.2778 1.3750
H -1.4905 -1.1502 -1.2314
H 1.7708 5.8973 -6.9367
O -5.1237 3.6167 -2.5792
O 1.2920 3.0539 3.3346
H -4.0735 -1.9211 -1.4607
H 1.4303 7.2816 -2.7782
H -5.6479 -1.7623 -5.0285
C 2.7965 5.5126 -1.4146
C 4.9986 -1.0660 2.9808
H -0.6387 -1.8149 4.2797
H -2.0800 3.8133 0.3390
O -1.7488 5.8407 0.2498
H -0.8676 1.6000 -6.9501
O -7.2504 -3.0283 -5.2435
H 1.3491 -3.2854 0.7498
O -3.6351 -0.4879 -4.4822
H -4.6783 1.3337 -4.5169
C 0.8209 -6.1133 1.6946
H -0.4219 4.2907 -0.1148
C -5.4441 3.4327 -4.0245
H -4.7011 -4.7975 1.7734
H 8.2172 -4.5055 -2.7185
O -0.3786 -5.7675 0.8563
C 3.9317 -3.1983 2.3044
H -1.2747 3.4497 -6.9606
H -2.9536 -5.2613 -5.6548
O -3.1320 0.7251 -2.6366
C -5.5748 1.8930 -4.2031
C -1.9474 4.5888 -1.6944
C 6.2245 -4.9479 -0.6200
H 2.0088 1.5494 -0.7627
H -3.2620 -3.5306 -5.1966
C 0.8123 6.6136 -2.1741
H 4.3403 -2.0595 -0.8454
H -4.4474 3.1637 5.0574
H 2.0671 -0.7351 -3.6422
H 2.8339 3.6406 -6.0543
H -5.3789 -4.4832 -2.8384
H 6.5194 3.4953 1.2580
H 5.8925 -3.0783 3.0550
H 4.0924 3.6777 1.8128
H -0.8259 -2.1078 8.6561
H -2.6531 0.5378 1.4061
C 3.4980 -1.2094 3.3811
H -1.4892 1.7539 -2.1656
C -5.2248 2.4575 -1.9060
C -1.1704 2.4956 -6.3957
O 1.4033 4.8764 -5.1712
H -2.1234 2.3629 -5.8591
H -5.0179 -3.0203 -3.8142
H -3.5274 -5.3233 4.3328
H 3.3293 5.3154 -0.4770
H 6.5968 2.8009 2.9143
H 0.3673 5.8975 -2.9125
H -6.4399 1.6363 -4.9289
H -2.4980 3.6965 -1.9236
C -4.2704 3.6398 2.4143
H 1.3529 -6.9111 1.2374
C 7.6067 1.7598 1.3073
H -5.8292 0.4411 -2.4543
H 3.4513 2.0762 -1.7645
O -3.5078 -3.6703 3.0171
H 2.0213 6.7950 -5.4414
O -4.8848 2.4005 -0.7413
H 7.0473 -5.5532 -0.2158
O 0.6734 -0.5816 8.8437
O 3.7294 -4.3088 1.8751
H -2.5568 -3.8260 -0.5836
H 0.9346 -4.9465 -4.4369
H 2.4261 -1.2619 9.7057
C -2.8853 -4.7968 3.6662
H -5.4754 -3.9995 3.2385
H -3.4286 1.1821 5.6240
C -2.8699 -0.2203 -3.6180
H 1.4114 3.9711 -7.0509
O -3.5542 2.6628 3.1809
C -1.1709 -0.4119 -1.9587
C -0.0656 3.5323 2.9723
H -3.3115 -5.3115 -1.1559
C -3.4397 3.0100 4.5523
H 3.1535 2.8956 -0.2630
C 1.3943 6.0886 -5.9284
H -0.4058 -3.9517 -5.1139
C -0.6011 -1.0242 8.3956
H -0.4814 0.0377 6.4430
H 1.9872 4.6599 -3.2847
C 2.6517 2.3715 -1.1238
H 3.4641 6.1922 -1.9310
C -2.0068 0.8878 -1.7888
H 0.9562 -1.2082 4.7637
H 0.3907 6.4555 -5.9743
C 2.8659 -1.5180 -3.5294
H -0.5184 3.8699 3.8685
H 3.5229 3.8928 -2.7148
H -4.7307 3.9110 -4.6479
H -2.5299 -5.5032 2.8484
O 2.9473 -2.1158 -2.2730
H -1.5446 0.5868 2.7248
C -2.6980 1.9282 5.3189
O -4.8466 -4.7792 -4.8989
C 2.5307 -2.5973 -4.5297
C -5.0925 -2.7108 1.6007
C -1.4562 4.5147 -0.2531
O 1.8007 3.2951 -1.8326
H 0.0288 7.1610 -1.7616
H 3.8138 -1.0324 -3.7895
H 2.6840 1.7096 6.9035
C -4.8067 -1.7146 -0.6079
H -0.6730 2.6761 2.6049
H 8.5254 2.3291 1.3977
O 0.0602 0.7814 0.7703
H -1.3766 -0.3968 8.8925
C -2.1263 -0.0685 2.1213
C -2.4027 6.6165 -0.6624
H 1.3148 1.7306 -6.0125
H 5.7439 -2.3658 1.4552
H 7.0760 -3.3522 -3.2924
H -2.9987 4.0243 4.5942
C -7.0005 -3.8441 -4.1624
O 1.4915 5.9704 -1.0961
O -1.9162 2.3511 6.4024
C 1.1037 2.5696 -5.3938
H -2.8738 -0.5322 2.7176
O 3.0041 -2.4899 2.9142
C -0.1701 -5.6661 -0.4210
H -2.7761 -5.3045 0.4827
C 1.3359 2.0437 4.2343
H -1.6355 -1.9509 -3.4646
C 0.6587 -4.0615 -5.0222
H 2.9936 -1.0270 -0.4720
H -6.3541 3.9179 -4.2646
H 4.1905 -0.3883 -1.6974
O 5.1902 1.9699 1.4783
O 7.9215 -2.0987 -1.1053
H -3.6326 2.3082 7.3771
H 3.2183 -1.2723 4.4646
H 2.5642 -2.3588 -5.6089
H -0.2518 -3.0404 1.1921
H 0.5622 -2.9256 4.6039
O -2.5889 7.7964 -0.4311
C 2.5662 4.3016 -2.3815
H -7.4230 -4.8336 -4.3421
H -2.3786 1.1420 -0.8198
H 5.0871 -0.3764 2.1785
C 0.1832 -1.9539 4.9104
H 5.6144 -0.7504 3.8599
O 2.4499 1.9571 4.8718
H 3.1000 -3.4730 -4.2296
O -4.4618 -2.7299 0.3517
H 5.3058 -5.2484 -0.0980
H -1.1570 4.7254 -2.3865
C -4.7333 -3.9043 2.4207
H 5.1902 -4.5427 -2.4701
H -1.8866 -1.0017 6.6562
H -3.7416 4.6448 2.4449
O 7.6832 0.4965 1.9885
H -1.9776 -4.3047 4.0830
H 9.0325 -0.1912 0.4173
H 1.2703 -2.4968 9.6138
H 6.0781 -6.0251 -2.5204
H -5.2660 3.8235 2.8006
H -0.1102 -0.1271 -1.8879
C -2.6070 2.6159 7.5676
H -3.0545 6.1304 -2.6596
O -0.2731 2.6312 -5.2262
C -5.9813 1.5253 -2.7238
C 2.5084 1.0893 6.0413
H -0.8684 -0.5697 -4.1559
*
```

The LUMO energy comes out at 0.487 eV. As for the HOMO-LUMO gap: 0.3476 Ha.

- Which formula does entry 2 have?
  C61H128O35